1.
The following is a quantum chemistry calculation of one molecule with the formula C19H27N3O5S3, from the Open Molecules 2025 dataset.

* ΔE to the lowest compared entry with this formula, charge and spin: 0.357 eV
* structure (SMILES): CCCS(=O)(=O)c1nc(S(=O)(=O)c2ccc(C)cc2)c(N2CCN(CCO)CC2)s1
* frontier orbital gap: 0.3130 hartree
* lowest unoccupied orbital energy: 0.01025 Ha

```
57
Properties=species:S:1:pos:R:3:forces:R:3
C -1.075508 3.145926 -3.755203 0.2 0.0 0.2
C 0.176309 2.883059 -2.924957 -0.2 -0.1 -0.3
C 0.202575 3.727489 -1.669060 0.7 -0.5 0.3
S 1.765601 3.455664 -0.789803 -0.1 0.3 -0.1
O 2.847438 3.409815 -1.731780 -0.1 -0.2 -0.2
O 1.868826 4.383265 0.304053 -0.2 -0.1 0.3
C 1.588095 1.847323 -0.040695 0.0 0.0 0.3
N 1.128501 0.790599 -0.607144 0.2 0.9 -0.4
C 1.110029 -0.283423 0.207788 -0.3 -0.3 -0.4
S 0.285437 -1.686211 -0.545503 0.0 -0.1 0.4
O 1.169668 -2.825937 -0.562900 0.2 0.1 -0.4
O -0.978605 -1.857959 0.129453 -0.2 0.2 -0.3
C 0.011589 -1.140075 -2.222422 0.1 -0.2 0.5
C -1.251096 -0.756745 -2.623568 -0.1 0.0 0.2
C -1.452386 -0.368302 -3.937483 0.1 -0.1 0.0
C -0.396429 -0.356007 -4.841525 -0.1 0.0 0.1
C -0.604673 0.047129 -6.268511 0.0 0.0 0.0
C 0.870277 -0.741990 -4.408096 0.0 0.0 0.1
C 1.077800 -1.139145 -3.101280 0.1 -0.1 -0.1
C 1.572851 -0.058979 1.497679 0.3 0.3 -0.1
N 1.782501 -0.901399 2.522787 0.2 0.1 0.0
C 1.838111 -0.398795 3.879419 -0.2 0.3 0.3
C 0.437786 -0.482012 4.499021 0.3 0.0 0.0
N 0.023902 -1.869722 4.499326 0.1 0.0 0.0
C -1.122153 -2.169391 5.324172 -0.5 0.1 0.1
C -2.464162 -1.564059 4.879112 0.4 0.1 -0.3
O -3.435596 -1.968356 5.818587 -0.2 -0.1 0.2
C -0.046047 -2.391685 3.145473 0.2 0.0 -0.1
C 1.338750 -2.281347 2.503255 -0.5 -0.4 -0.1
S 2.052008 1.633750 1.623399 -0.3 -0.4 -0.2
H -1.136957 4.195363 -4.034201 -0.1 0.1 -0.1
H -1.967906 2.886507 -3.190677 -0.2 0.0 0.0
H -1.055921 2.548153 -4.661109 -0.1 0.0 -0.1
H 1.069377 3.115317 -3.506797 0.0 -0.1 0.0
H 0.226216 1.829665 -2.645364 0.0 0.0 -0.1
H -0.586839 3.472637 -0.967231 -0.1 0.0 0.1
H 0.170575 4.793534 -1.885632 0.1 0.1 0.1
H -2.056571 -0.782686 -1.906820 -0.1 0.0 0.0
H -2.439585 -0.075774 -4.263761 -0.1 0.0 0.0
H 0.120941 0.804011 -6.560930 0.0 0.1 -0.1
H -1.606907 0.437160 -6.425555 -0.1 0.0 -0.1
H -0.464789 -0.812970 -6.922410 0.0 0.0 -0.1
H 1.694376 -0.734940 -5.105658 0.1 0.0 -0.1
H 2.046710 -1.458241 -2.752981 0.2 0.0 0.0
H 2.209009 0.625958 3.888133 0.0 -0.1 0.1
H 2.519753 -1.036663 4.447118 0.0 0.1 0.0
H 0.466980 -0.122242 5.528983 0.0 0.1 0.0
H -0.239052 0.166554 3.914769 0.0 0.0 0.1
H -0.914417 -1.822648 6.339593 0.0 -0.1 0.0
H -1.239286 -3.255055 5.360537 0.0 0.0 0.1
H -2.721681 -1.924513 3.874157 0.0 0.1 0.1
H -2.392748 -0.466772 4.851116 0.0 -0.1 -0.1
H -4.299262 -1.648761 5.538398 0.1 0.0 0.0
H -0.340589 -3.440621 3.188806 0.0 0.0 0.0
H -0.766160 -1.853137 2.510616 0.0 -0.1 0.1
H 1.325673 -2.668000 1.487892 0.2 0.0 0.2
H 2.057662 -2.854315 3.095414 0.0 0.0 -0.1
```
Forces are in eV/Å.

***

2.
The following is a quantum chemistry calculation of one molecule with the formula C4H6O2, from the Open Molecules 2025 dataset.

* ΔE to the lowest compared entry with this formula, charge and spin: 0.787 eV
* structure (SMILES): CC(=O)CC=O
* frontier orbital gap: 0.3823 hartree
* lowest unoccupied orbital energy: 0.01626 Ha

```
12
Properties=species:S:1:pos:R:3:forces:R:3
C 1.322222 0.264572 -0.813582 0.0 0.1 0.0
C 0.516981 0.744602 0.369762 0.1 0.2 0.1
O 0.714046 1.811073 0.905053 -0.1 -0.4 -0.2
C -0.553889 -0.207966 0.923495 0.0 0.0 0.1
C -1.585307 -0.617921 -0.107978 0.1 -0.2 -0.3
O -1.381995 -1.470862 -0.939375 -0.1 0.4 0.4
H 0.679940 -0.163402 -1.588255 0.1 0.0 0.1
H 2.002863 -0.532256 -0.490805 -0.1 0.1 0.0
H 1.908749 1.094551 -1.211566 -0.1 -0.1 0.1
H -0.049004 -1.125730 1.248632 0.0 0.1 0.0
H -1.018775 0.285839 1.780266 0.0 -0.1 -0.1
H -2.555835 -0.082495 -0.075648 0.1 0.0 0.0
```
Forces are in eV/Å.

***

3.
The following is a quantum chemistry calculation of C10H14CrN4O4 as an isolated structure in a non-equilibrium geometry, from the Open Molecules 2025 dataset.

* charge: +3
* 2S+1: 4
* expectation value of S²: 3.8285
* frontier orbital gap (spin up / spin down): 0.2309 / 0.1216 hartree
* lowest unoccupied orbital energy (spin up / spin down): -0.50369 / -0.59297 Ha

```
33
Properties=species:S:1:pos:R:3:forces:R:3
Cr 0.081036 0.118077 -2.257165 0.1 -0.2 4.6
O -0.007134 3.048686 -3.216789 0.3 -4.8 3.9
C 0.050223 2.075374 -2.574929 -0.3 6.6 -4.3
C 0.163578 -1.874140 -2.242811 0.4 -6.9 -2.7
O 0.242444 -2.971981 -2.621856 -0.4 5.5 2.4
C 2.011110 0.274176 -2.648435 7.0 0.2 -4.3
O 2.963500 0.337018 -3.313882 -4.8 -0.3 3.9
C -1.850087 0.301411 -2.545955 -7.6 0.7 -4.2
O -2.829828 0.444026 -3.166549 5.2 -0.8 3.9
H 0.026293 0.345572 -3.950777 0.0 -0.6 -1.0
H 0.044816 -0.459379 -3.892098 0.0 0.5 -0.9
C -0.160994 1.372830 0.545668 -0.2 1.5 1.4
N 0.009559 0.015007 -0.060620 0.0 0.0 -1.8
C -1.152327 -0.841926 0.403588 -0.8 -0.5 1.1
N -1.208017 -0.943206 1.874784 1.5 1.1 -1.2
C -1.326029 0.427810 2.449121 -0.8 0.0 0.3
N -0.208215 1.308455 2.040005 0.2 -2.2 -1.8
C 1.034773 0.678701 2.537088 0.7 0.3 0.3
N 1.249324 -0.678308 1.969436 -1.6 0.6 -1.5
C 1.278754 -0.576355 0.483772 1.0 -0.3 1.5
C 0.080666 -1.507360 2.366456 -0.1 -0.2 0.1
H -1.108595 1.807217 0.202534 0.2 -0.1 0.0
H 0.690235 2.009588 0.271722 -0.2 -0.1 0.0
H -1.024885 -1.847928 -0.023499 -0.1 0.2 0.2
H -2.084259 -0.375089 0.044659 0.2 -0.2 0.2
H -1.301037 0.326807 3.542323 -0.1 0.1 -0.3
H -2.283820 0.864733 2.140654 0.2 0.0 0.1
H 1.896984 1.313057 2.293246 -0.2 -0.1 0.1
H 0.950451 0.571494 3.627895 0.1 0.2 -0.3
H 1.410747 -1.583704 0.069227 0.0 0.2 0.1
H 2.124358 0.073400 0.211472 -0.2 -0.2 0.0
H 0.036478 -1.525330 3.464450 0.1 -0.2 -0.3
H 0.199896 -2.528749 1.977280 0.0 0.2 0.2
```
Forces are in eV/Å.

***

4.
The following is a quantum chemistry calculation of a 8-piece molecular cluster, C31H63NO8 overall in a non-equilibrium geometry, from the Open Molecules 2025 dataset.

* ΔE to the lowest compared entry with this formula, charge and spin: 3.525 eV
* structure (SMILES): CNC(C)=O.C1CCOC1.C1CCOC1.C1CCOC1.C1CCOC1.C1CCOC1.C1CCOC1.C1CCOC1
* frontier orbital gap: 0.3628 hartree
* lowest unoccupied orbital energy: 0.02103 Ha

```
103
Properties=species:S:1:pos:R:3:forces:R:3
C 7.853785 13.835224 -3.018727 -0.5 1.2 0.0
N 8.981650 12.942864 -3.014085 -0.3 -0.7 0.3
C 10.205992 13.016594 -3.594290 1.0 1.8 -0.5
C 10.512742 14.177912 -4.609456 -0.1 -0.9 0.8
O 11.128321 12.292692 -3.250122 -0.6 -0.4 -0.1
H 8.158586 14.868351 -3.185546 0.2 0.0 0.0
H 7.335098 13.841851 -2.060073 0.5 -0.2 0.3
H 7.018820 13.670378 -3.699724 0.4 -0.6 -0.6
H 8.963617 12.239878 -2.289111 0.0 0.1 -0.2
H 10.002538 14.042785 -5.563151 -0.1 0.1 0.1
H 11.593283 14.167198 -4.752328 -0.1 -0.2 -0.2
H 10.296837 15.156898 -4.181577 -0.4 0.0 0.0
C 10.507690 4.810618 1.532537 1.1 -0.8 -1.5
C 9.194729 5.536102 1.388594 0.5 0.2 1.0
C 8.241454 4.427959 1.830667 -0.5 -0.5 -0.9
O 9.016559 3.176701 2.021003 -3.3 1.4 1.8
C 10.106280 3.375650 1.244684 1.5 -0.5 0.0
H 10.918132 4.828122 2.542156 0.1 0.2 -0.1
H 11.264873 4.991948 0.769719 0.3 0.9 0.3
H 9.043975 5.897537 0.371375 -0.2 -0.1 0.1
H 9.090286 6.371254 2.081200 0.2 0.2 -0.2
H 7.574371 4.307584 0.977083 -0.5 -0.6 0.1
H 7.653990 4.744573 2.692493 0.2 -0.7 0.2
H 9.795633 3.107756 0.234821 0.6 0.5 -0.8
H 10.889359 2.688822 1.565861 0.1 -0.2 -0.1
C 8.729863 10.405906 -1.083614 0.2 -0.8 2.3
C 7.397523 10.835971 -0.453788 -1.6 1.1 -0.1
C 7.174376 10.157092 0.928865 2.8 -1.1 -1.4
O 7.813482 8.905890 0.588001 0.2 -2.4 -0.6
C 8.943513 9.026064 -0.327752 0.2 3.1 0.9
H 9.490463 11.066869 -0.668041 0.2 0.1 -0.2
H 8.919446 10.396102 -2.156961 -0.9 -0.3 0.0
H 6.565459 10.443501 -1.038370 -0.1 0.2 -0.3
H 7.299144 11.919799 -0.392565 -0.1 0.1 -0.1
H 6.179031 9.952775 1.323361 -0.2 0.0 -0.9
H 7.726973 10.501207 1.803127 0.3 0.9 -0.2
H 9.266475 8.245678 -1.016793 -1.2 -0.7 0.4
H 9.816071 9.272358 0.277295 0.2 -0.7 0.2
C 7.811457 5.052736 -2.148823 2.1 -1.7 -0.2
C 8.495085 5.877898 -3.253280 -0.3 0.3 0.3
C 7.371079 6.824341 -3.614669 -0.3 -0.6 0.0
O 6.296698 6.511345 -2.730548 -2.8 2.2 -2.2
C 6.655465 5.836478 -1.620340 2.7 0.0 0.9
H 8.568971 4.877432 -1.384936 -0.2 -0.7 0.1
H 7.472310 4.137626 -2.634278 0.0 -0.3 0.5
H 8.842070 5.361442 -4.148253 0.0 -0.5 0.3
H 9.336595 6.446601 -2.857633 0.0 -0.1 0.0
H 6.920632 6.622289 -4.586456 0.4 0.4 -0.2
H 7.815421 7.816399 -3.534163 -0.9 0.6 0.1
H 5.926893 5.176865 -1.148970 -0.5 0.4 -0.4
H 7.063961 6.573239 -0.928666 -0.3 0.0 0.9
C 13.580213 7.665474 3.460432 0.7 -0.7 0.5
C 12.449827 8.670382 3.327284 0.3 1.1 -1.3
C 12.266094 9.339994 4.671323 1.6 -2.0 0.6
O 12.839531 8.332502 5.566096 -1.4 -0.4 1.9
C 13.850367 7.560310 4.993432 0.3 0.8 -2.3
H 14.509172 7.915819 2.948116 -0.2 0.4 -0.2
H 13.319786 6.673986 3.089976 -0.3 0.1 -0.1
H 11.538195 8.216193 2.939042 0.0 0.0 0.2
H 12.774354 9.438876 2.625710 -0.3 -0.1 -0.4
H 11.220393 9.526504 4.915925 0.2 0.0 0.3
H 12.921000 10.191880 4.854357 -0.4 0.5 -0.5
H 13.913125 6.486183 5.167814 -0.8 0.0 1.1
H 14.828238 7.972832 5.241815 0.2 0.2 0.1
C 16.170147 4.716885 3.228331 -0.6 -0.4 -1.1
C 15.255859 3.614759 3.733218 -1.8 -0.2 -1.0
C 13.994127 3.799870 2.830458 -0.1 0.0 0.4
O 14.462222 4.164175 1.552897 0.9 -0.8 -0.5
C 15.698580 4.882504 1.692559 -0.5 0.6 1.7
H 17.182715 4.316170 3.275603 0.2 0.7 0.1
H 16.003662 5.622855 3.811077 0.4 0.1 -0.2
H 14.925328 3.612781 4.771893 0.5 0.2 0.1
H 15.684909 2.644022 3.484867 0.0 -0.1 0.1
H 13.292956 4.576128 3.136843 0.3 0.5 0.7
H 13.327181 2.939033 2.783012 0.4 -0.5 -0.3
H 15.403962 5.904427 1.453853 0.5 0.4 0.2
H 16.489332 4.592702 1.000600 -0.3 -0.5 -0.1
C 12.877193 6.782949 -1.661425 1.9 -1.7 2.0
C 12.008102 7.565588 -2.504356 -1.7 2.6 -0.4
C 12.186112 9.063938 -1.937214 -0.3 -1.3 -1.2
O 12.331740 8.801205 -0.583758 -0.7 0.4 1.5
C 13.104655 7.637735 -0.359537 0.8 0.3 -0.8
H 13.757012 6.500075 -2.239352 0.6 0.3 0.5
H 12.407841 5.824189 -1.440990 0.0 -0.1 0.3
H 10.995053 7.297291 -2.204588 -0.3 0.2 -0.6
H 12.229989 7.302660 -3.538629 -0.5 0.7 -0.2
H 11.346665 9.752833 -2.031331 -0.3 -0.4 -0.3
H 13.008226 9.623468 -2.383508 0.6 -0.3 0.0
H 12.896118 7.155525 0.595498 -0.8 0.0 -0.2
H 14.100706 8.043150 -0.181708 0.7 -0.5 -0.5
C 15.755800 12.397875 1.526144 -0.4 1.2 -0.3
C 16.932595 11.479400 1.241701 0.4 -0.3 -0.4
C 16.316069 10.109864 1.148805 -1.4 -0.1 -1.9
O 14.991894 10.287129 1.599923 -1.8 -1.3 1.8
C 14.469075 11.611323 1.356523 1.9 -1.5 0.5
H 15.717997 13.216356 0.807281 0.4 0.5 0.5
H 15.759201 12.721813 2.566886 0.2 0.5 -0.2
H 17.658222 11.387006 2.049815 0.2 0.8 -0.2
H 17.368873 11.769738 0.285945 0.5 -0.1 0.3
H 16.880611 9.292171 1.596883 -0.4 0.2 0.8
H 16.120811 9.752260 0.137823 0.9 0.2 -0.7
H 13.809806 11.886018 2.179938 -0.4 -0.4 -0.3
H 13.982130 11.622530 0.381407 0.0 0.3 0.0
```
Forces are in eV/Å.

***

5.
The following is a quantum chemistry calculation of C31H58CaN5OS2SbSi as an isolated structure, from the Open Molecules 2025 dataset.

* ΔE to the lowest compared entry with this formula, charge and spin: 0.092 eV
* frontier orbital gap: 0.2845 hartree
* lowest unoccupied orbital energy: 0.01263 Ha

```
100
Properties=species:S:1:pos:R:3:forces:R:3
Ca 0.090497 0.100296 0.205173 -0.2 0.4 0.0
N -1.936743 1.737620 0.351060 0.0 -0.2 0.0
C -3.114484 1.455878 1.185845 0.0 0.0 0.0
C -3.820772 0.153149 0.832508 0.0 0.0 0.0
C -3.040191 -1.126814 1.112822 0.0 0.0 0.0
N -2.008970 -1.387834 0.095819 0.0 0.0 0.0
H -1.470666 2.569121 0.698933 0.0 0.0 0.0
H -2.215627 1.946868 -0.603832 0.0 0.0 0.0
H -3.845479 2.270602 1.131376 0.0 0.0 0.0
H -2.768418 1.405260 2.220077 0.0 0.0 0.0
H -4.140061 0.169374 -0.216274 0.0 0.0 0.0
H -4.739503 0.119620 1.423824 0.0 0.0 0.0
H -3.746654 -1.960731 1.185191 0.0 0.0 0.0
H -2.539513 -1.047438 2.079854 0.0 0.0 0.0
H -2.453288 -1.591830 -0.793040 0.0 0.0 0.0
H -1.460634 -2.210388 0.343710 0.0 0.0 0.0
O 2.253533 0.571183 -0.228291 0.2 -0.3 -0.1
N 3.053412 1.567698 -0.529256 -0.1 0.1 0.1
C 4.311705 1.262534 -0.918883 0.0 0.0 0.0
C 5.221453 2.232824 -1.230508 0.0 0.0 0.0
C 4.819830 3.570921 -1.135132 0.0 0.0 0.0
C 3.538482 3.864613 -0.751541 0.0 0.0 0.0
C 2.595052 2.857589 -0.444137 0.0 0.0 -0.1
S 0.982329 3.157886 -0.024816 -0.1 -0.1 0.0
H 4.507310 0.201168 -0.958662 0.0 0.0 0.0
H 6.216494 1.952238 -1.542276 0.0 0.0 0.0
H 5.512535 4.367811 -1.371685 0.0 0.0 0.0
H 3.191699 4.885545 -0.682063 0.0 0.0 0.0
C 2.144932 -5.990347 1.789829 0.0 0.0 0.0
Si 1.879596 -5.173703 0.126262 0.0 0.0 -0.1
C 3.506946 -5.116412 -0.804297 0.0 0.0 0.0
C 0.630805 -6.155119 -0.866513 0.0 0.0 0.0
C 1.279132 -3.467934 0.356053 0.0 0.0 0.1
C 0.926723 -2.300612 0.515915 0.0 0.1 -0.1
H 2.510076 -7.013427 1.672268 0.0 0.0 0.0
H 1.214372 -6.023507 2.359264 0.0 0.0 0.0
H 2.876860 -5.435666 2.380750 0.0 0.0 0.0
H 3.910392 -6.116363 -0.979729 0.0 0.0 0.0
H 4.249781 -4.545589 -0.241830 0.0 0.0 0.0
H 3.375494 -4.626201 -1.771571 0.0 0.0 0.0
H 0.972836 -7.178577 -1.037280 0.0 0.0 0.0
H 0.459874 -5.687531 -1.838596 0.0 0.0 0.0
H -0.326979 -6.200108 -0.344060 0.0 0.0 0.0
C 4.191695 -1.551522 1.664680 0.0 0.0 0.0
C 3.526706 -0.360292 2.262380 0.0 0.0 0.0
C 4.129403 0.841902 2.505956 0.0 0.0 0.0
C 3.336761 1.877083 3.031018 0.0 0.0 0.0
N 2.050241 1.732571 3.295292 0.0 0.0 0.0
C 1.452687 0.568252 3.009692 0.1 -0.1 0.0
S -0.223050 0.338208 3.113378 0.0 0.0 0.0
N 2.219696 -0.479124 2.568571 0.0 0.0 0.0
C 3.909242 3.235567 3.279012 0.0 0.0 0.0
H 5.225760 -1.324883 1.413860 0.0 0.0 0.0
H 3.639595 -1.857139 0.772610 0.0 0.0 0.0
H 4.170368 -2.390174 2.362934 0.0 0.0 0.0
H 5.173467 0.992715 2.274762 0.0 0.0 0.0
H 1.720450 -1.323558 2.264192 0.0 0.0 0.0
H 4.994433 3.244936 3.195423 0.0 0.0 0.0
H 3.605308 3.591134 4.262426 0.0 0.0 0.0
H 3.485935 3.920787 2.541022 0.0 0.0 0.0
C -0.231635 2.869214 -3.915424 0.0 0.0 0.0
C 0.637368 1.700059 -4.382877 0.0 0.0 0.0
C 2.079104 1.954844 -3.944330 0.0 0.0 0.0
C 0.602739 1.617663 -5.906678 0.0 0.0 0.0
Sb -0.067793 -0.047448 -3.230281 0.0 -0.1 0.0
C 1.275490 -1.697282 -3.816309 0.0 0.0 0.0
C 1.586876 -1.767799 -5.305601 0.0 0.0 0.0
C 0.681374 -3.024658 -3.344677 0.0 0.0 0.0
C 2.563043 -1.471186 -3.015824 0.0 0.0 0.0
C -2.067689 -0.465090 -4.086212 0.0 0.0 0.0
C -2.435241 -1.929924 -3.856877 0.0 0.0 0.0
C -3.018938 0.406728 -3.261102 0.0 0.0 0.0
C -2.252484 -0.139516 -5.563317 0.0 0.0 0.0
H 0.134545 3.796523 -4.371537 0.0 0.0 0.0
H -0.187639 2.999446 -2.830763 0.0 0.0 0.0
H -1.274159 2.748355 -4.218983 0.0 0.0 0.0
H 2.388788 2.949778 -4.284833 0.0 0.0 0.0
H 2.767653 1.229931 -4.381872 0.0 0.0 0.0
H 2.187871 1.931171 -2.860032 0.0 0.0 0.0
H 1.099222 2.508454 -6.310369 0.0 0.0 0.0
H -0.408501 1.607824 -6.304611 0.0 0.0 0.0
H 1.129190 0.747800 -6.295791 0.0 0.0 0.0
H 0.683178 -1.838136 -5.915859 0.0 0.0 0.0
H 2.192783 -2.659548 -5.507285 0.0 0.0 0.0
H 2.162661 -0.904165 -5.640137 0.0 0.0 0.0
H -0.153330 -3.353900 -3.960135 0.0 0.0 0.0
H 0.368674 -2.986391 -2.298207 0.0 0.0 0.0
H 1.459493 -3.795067 -3.415818 0.0 0.0 0.0
H 3.049773 -0.525208 -3.256660 0.0 0.0 0.0
H 3.269326 -2.277433 -3.250685 0.0 0.0 0.0
H 2.371819 -1.495119 -1.940328 0.0 0.0 0.0
H -2.178022 -2.284713 -2.855483 0.0 0.0 0.0
H -1.943057 -2.582998 -4.576783 0.0 0.0 0.0
H -3.516512 -2.055328 -3.988924 0.0 0.0 0.0
H -2.962919 0.163670 -2.197894 0.0 0.0 0.0
H -4.052029 0.243091 -3.590081 0.0 0.0 0.0
H -2.802067 1.471717 -3.369595 0.0 0.0 0.0
H -1.516181 -0.638148 -6.195777 0.0 0.0 0.0
H -2.197398 0.932515 -5.749384 0.0 0.0 0.0
H -3.247387 -0.472537 -5.883785 0.0 0.0 0.0
```
Forces are in eV/Å.

***

What is the formula in the first record?
C19H27N3O5S3